Computed, not measured: a cluster of 16 separate species, C68H154Cl14O27 in total, with wB97M-V/def2-TZVPD.

Cartesian coordinates (Å):
C  -32.174  6.796  15.660
O  -31.830  8.149  15.955
C  -32.880  9.000  15.524
C  -32.705  10.324  16.044
O  -32.929  10.274  17.490
C  -32.671  11.530  18.019
C  -33.323  11.790  19.390
O  -32.688  11.076  20.413
C  -32.312  11.871  21.504
H  -31.447  6.219  16.167
H  -32.277  6.699  14.589
H  -33.114  6.451  16.074
H  -33.841  8.597  15.921
H  -32.841  8.912  14.417
H  -33.309  11.124  15.673
H  -31.660  10.648  15.885
H  -33.171  12.360  17.462
H  -31.574  11.750  18.116
H  -34.364  11.487  19.353
H  -33.351  12.891  19.515
H  -31.684  12.738  21.226
H  -31.805  11.342  22.333
H  -33.147  12.395  21.966
C  -32.444  19.304  20.226
O  -32.110  18.166  21.117
C  -33.167  17.144  21.182
C  -32.638  15.806  21.457
O  -32.365  15.123  20.289
C  -31.105  15.491  19.723
C  -30.764  14.708  18.480
O  -31.476  15.060  17.310
C  -30.891  14.619  16.141
H  -31.558  19.968  20.185
H  -33.332  19.846  20.592
H  -32.655  18.915  19.188
H  -33.754  17.171  20.246
H  -33.872  17.380  21.982
H  -33.439  15.181  21.914
H  -31.741  15.874  22.139
H  -30.364  15.475  20.524
H  -31.189  16.587  19.506
H  -31.037  13.679  18.666
H  -29.648  14.718  18.255
H  -29.799  14.559  16.325
H  -31.112  15.324  15.356
H  -31.224  13.615  15.814
C  -24.399  6.971  17.866
O  -23.239  7.529  17.255
C  -22.200  6.609  16.982
C  -22.399  5.960  15.673
O  -23.211  4.761  15.737
C  -23.686  4.320  14.497
C  -24.308  2.980  14.754
O  -23.323  1.974  14.855
C  -23.806  0.683  14.765
H  -25.073  7.762  18.210
H  -24.185  6.343  18.737
H  -24.975  6.367  17.212
H  -22.006  5.892  17.767
H  -21.278  7.167  16.869
H  -21.393  5.760  15.250
H  -22.866  6.727  15.037
H  -22.839  4.195  13.812
H  -24.353  5.086  14.134
H  -24.924  2.654  13.871
H  -24.873  3.140  15.684
H  -24.429  0.438  15.647
H  -22.944  0.013  14.625
H  -24.462  0.491  13.892
C  -26.467  15.785  24.299
O  -27.184  15.041  23.312
C  -27.708  15.699  22.161
C  -28.269  17.061  22.484
O  -29.370  17.019  23.347
C  -29.842  18.278  23.776
C  -30.879  18.047  24.829
O  -32.154  17.759  24.259
C  -32.828  19.003  24.048
H  -27.152  16.434  24.819
H  -25.681  16.358  23.770
H  -26.010  15.015  24.928
H  -28.330  14.986  21.545
H  -26.847  15.925  21.466
H  -28.458  17.552  21.538
H  -27.443  17.619  22.940
H  -30.232  18.921  22.993
H  -29.035  18.782  24.347
H  -30.975  18.990  25.329
H  -30.635  17.257  25.555
H  -33.834  18.862  23.672
H  -32.330  19.623  23.288
H  -32.901  19.460  25.044
C  -18.033  8.160  19.224
O  -18.404  7.957  20.551
C  -19.023  6.710  20.889
C  -20.377  6.850  21.511
O  -20.254  7.062  22.877
C  -21.434  7.055  23.618
C  -22.393  8.176  23.305
O  -23.132  7.826  22.198
C  -24.125  8.792  21.853
H  -17.324  7.437  18.892
H  -17.724  9.198  19.142
H  -18.852  8.136  18.541
H  -18.331  6.187  21.598
H  -19.124  6.125  19.987
H  -20.869  5.845  21.274
H  -20.949  7.641  21.011
H  -21.112  7.174  24.666
H  -22.010  6.127  23.496
H  -21.812  9.095  23.203
H  -23.114  8.340  24.167
H  -23.728  9.708  21.437
H  -24.661  9.084  22.792
H  -24.795  8.386  21.081
C  -33.426  8.947  11.631
O  -32.425  8.060  12.175
C  -31.457  7.734  11.235
C  -30.595  6.707  11.924
O  -29.768  7.454  12.813
C  -28.943  6.616  13.547
C  -28.258  7.335  14.657
O  -27.301  8.199  14.023
C  -26.508  8.870  14.971
H  -32.963  9.900  11.378
H  -34.167  8.999  12.403
H  -33.979  8.480  10.806
H  -30.889  8.665  10.887
H  -31.925  7.311  10.331
H  -29.988  6.178  11.116
H  -31.207  5.958  12.483
H  -28.221  6.125  12.886
H  -29.479  5.743  13.937
H  -27.691  6.646  15.305
H  -28.949  7.871  15.334
H  -27.059  9.459  15.680
H  -25.721  9.470  14.489
H  -25.873  8.124  15.531
C  -33.095  19.162  11.697
O  -32.547  17.925  11.398
C  -32.537  17.157  12.568
C  -31.748  15.870  12.334
O  -30.416  16.229  12.786
C  -29.443  15.126  12.605
C  -28.172  15.703  13.217
O  -27.394  16.207  12.168
C  -26.507  17.212  12.567
H  -33.012  19.732  10.734
H  -32.473  19.628  12.472
H  -34.085  19.134  12.011
H  -33.582  16.944  12.860
H  -32.063  17.652  13.467
H  -31.784  15.564  11.302
H  -32.151  15.079  12.952
H  -29.332  14.800  11.568
H  -29.862  14.227  13.105
H  -27.713  14.911  13.806
H  -28.495  16.456  13.879
H  -26.267  17.839  11.715
H  -25.642  16.709  12.857
H  -27.023  17.912  13.184
C  -25.108  11.924  24.296
O  -24.247  11.741  23.191
C  -23.809  12.910  22.635
C  -22.764  12.556  21.614
O  -23.347  12.090  20.388
C  -22.470  11.334  19.552
C  -23.289  10.437  18.661
O  -24.017  11.294  17.831
C  -25.087  10.743  17.090
H  -25.416  10.977  24.747
H  -25.999  12.434  24.055
H  -24.601  12.477  25.083
H  -23.439  13.584  23.395
H  -24.573  13.589  22.216
H  -22.116  11.788  22.083
H  -22.095  13.407  21.391
H  -21.730  10.810  20.170
H  -21.937  12.014  18.927
H  -23.946  9.812  19.260
H  -22.748  9.751  18.013
H  -25.668  11.578  16.640
H  -25.746  10.110  17.685
H  -24.766  10.087  16.268
C  -21.428  17.554  16.480
O  -22.470  18.059  17.314
C  -23.696  18.123  16.661
C  -24.350  16.808  16.417
O  -23.887  16.167  15.239
C  -24.601  14.939  14.890
C  -23.898  13.755  15.620
O  -22.555  13.649  15.123
C  -22.070  12.292  15.109
H  -21.186  18.243  15.687
H  -21.629  16.580  16.007
H  -20.517  17.505  17.070
H  -23.652  18.729  15.762
H  -24.375  18.701  17.266
H  -25.396  16.922  16.328
H  -24.199  16.130  17.319
H  -24.375  14.760  13.827
H  -25.712  14.938  15.089
H  -24.419  12.789  15.359
H  -23.906  13.954  16.691
H  -21.852  11.834  16.066
H  -21.116  12.183  14.538
H  -22.711  11.650  14.521
Cl  -27.885  12.054  13.972
C  -28.803  10.813  12.979
C  -30.130  10.506  13.518
Cl  -31.357  11.817  13.057
H  -28.156  9.928  12.906
H  -28.831  11.305  12.041
H  -30.197  10.464  14.603
H  -30.469  9.536  13.092
Cl  -24.263  19.006  23.017
C  -23.211  18.991  21.548
C  -23.845  18.370  20.344
Cl  -24.119  16.591  20.483
H  -22.345  18.452  21.859
H  -22.968  19.996  21.325
H  -23.251  18.567  19.442
H  -24.888  18.700  20.157
Cl  -27.751  19.226  16.299
C  -28.872  19.302  17.784
C  -29.042  17.953  18.366
Cl  -27.458  17.249  18.930
H  -29.807  19.754  17.476
H  -28.277  19.921  18.467
H  -29.459  17.227  17.690
H  -29.718  18.070  19.213
Cl  -27.828  7.204  18.596
C  -29.614  7.595  18.513
C  -29.771  9.043  18.742
Cl  -29.028  10.059  17.531
H  -30.045  7.105  19.391
H  -30.002  7.248  17.577
H  -29.258  9.245  19.698
H  -30.849  9.253  18.731
Cl  -19.489  17.792  19.871
C  -20.767  16.497  19.857
C  -20.294  15.209  19.309
Cl  -19.562  14.136  20.565
H  -21.542  16.899  19.210
H  -21.240  16.509  20.839
H  -19.535  15.342  18.518
H  -21.222  14.748  18.945
Cl  -27.050  13.819  17.806
C  -26.099  13.319  19.265
C  -26.674  12.122  20.003
Cl  -28.448  12.443  20.379
H  -26.007  14.272  19.793
H  -25.157  12.973  18.766
H  -26.168  11.874  20.957
H  -26.702  11.234  19.396
Cl  -28.703  10.974  24.398
C  -29.373  12.608  23.995
C  -30.425  12.971  25.036
Cl  -31.050  14.614  24.766
H  -29.783  12.485  23.010
H  -28.535  13.291  23.941
H  -29.945  12.909  25.990
H  -31.292  12.296  24.989

lowest unoccupied orbital energy: 0.29 eV
max |F|: 3.47 eV/Å
energy: -11156.90289 hartree
gap between HOMO and LUMO: 9.543 eV